{
  "formula": "C44H56F6N9OPSTeTi",
  "method": "the ωB97M-V functional and the def2-TZVPD basis",
  "lumo_energy_ev": -6.33,
  "mol_weight_g_mol": 1079.49,
  "total_charge": 2,
  "relative_energy_ev": 0.206,
  "homo_lumo_gap_ev": 5.9,
  "homo_energy_ev": -12.26,
  "elements": ["Ti", "N", "C", "C", "N", "C", "C", "N", "C", "C", "N", "H", "H", "H", "H", "H", "H", "H", "H", "H", "H", "H", "H", "H", "H", "H", "H", "H", "H", "S", "C", "N", "N", "C", "C", "C", "C", "C", "C", "N", "N", "C", "C", "C", "C", "C", "C", "H", "H", "H", "H", "H", "H", "H", "H", "H", "H", "H", "F", "P", "F", "F", "F", "F", "F", "C", "C", "C", "C", "C", "C", "Te", "N", "C", "O", "C", "C", "C", "C", "C", "C", "C", "C", "C", "C", "C", "C", "C", "C", "C", "C", "C", "C", "H", "H", "H", "H", "H", "H", "H", "H", "H", "H", "H", "H", "H", "H", "H", "H", "H", "H", "H", "H", "H", "H", "H", "H", "H", "H", "H"],
  "positions_angstrom": [[0.06335, -0.68624, -0.31461], [1.50545, 0.41489, 0.83304], [1.39735, 0.53674, 2.29780], [-0.07355, 0.65456, 2.71218], [-0.92151, 1.00923, 1.56557], [-2.28235, 0.47622, 1.74501], [-3.00937, 0.42438, 0.42333], [-2.29940, -0.51149, -0.46624], [-1.05157, 2.48919, 1.39037], [0.17264, 3.37140, 1.58714], [1.19506, 3.19122, 0.55446], [2.45104, 0.11702, 0.59851], [1.44429, 1.38918, 0.47241], [1.98190, 1.39755, 2.62521], [1.83882, -0.34299, 2.76482], [-0.19100, 1.36726, 3.53433], [-0.42035, -0.31098, 3.08311], [-2.85050, 1.06870, 2.47191], [-2.20826, -0.53376, 2.14269], [-3.04012, 1.40289, -0.05183], [-4.04081, 0.10493, 0.58641], [-2.52683, -0.29861, -1.43195], [-2.64766, -1.45064, -0.28737], [-1.79345, 2.84119, 2.11761], [-1.45893, 2.68140, 0.39777], [0.62927, 3.19108, 2.56075], [-0.21425, 4.39512, 1.61728], [2.00615, 3.76578, 0.75388], [0.84283, 3.48237, -0.35090], [-0.39807, 1.29133, -1.69497], [-0.20948, 0.29640, -3.14133], [0.02476, 0.79012, -4.37030], [0.27483, 2.02121, -4.47638], [0.54567, 2.65145, -5.71574], [0.56434, 1.92618, -6.89957], [0.83211, 2.59849, -8.07760], [1.07673, 3.96786, -8.07046], [1.06081, 4.67501, -6.87658], [0.79433, 4.01655, -5.68872], [-0.29627, -1.02098, -3.15438], [-0.32576, -1.66035, -2.02969], [-0.50482, -3.07893, -2.21668], [0.14746, -3.99830, -1.40287], [-0.06540, -5.35486, -1.59710], [-0.92865, -5.79998, -2.58791], [-1.57097, -4.87592, -3.40177], [-1.35685, -3.51865, -3.22377], [0.31665, 2.59424, -3.62744], [0.37936, 0.86156, -6.88685], [0.85333, 2.05076, -9.00935], [1.28033, 4.48352, -8.99862], [1.25678, 5.73797, -6.86938], [0.77962, 4.55802, -4.74963], [0.84099, -3.67908, -0.64159], [0.46151, -6.06454, -0.97123], [-1.09310, -6.85895, -2.73328], [-2.24178, -5.21016, -4.18179], [-1.85156, -2.79561, -3.85776], [1.93535, -1.94890, -0.32220], [3.12147, -1.46924, -1.53801], [4.09808, -0.86763, -2.59999], [3.86349, -0.69609, -0.32897], [2.08815, -0.15796, -1.65670], [2.24472, -2.21770, -2.61895], [3.94093, -2.77851, -1.23774], [0.27385, -6.24500, 9.08214], [0.39675, -5.49626, 7.78662], [-0.72247, -5.01622, 7.12073], [-0.64377, -4.31479, 5.92275], [-1.92906, -3.80864, 5.32270], [0.62976, -4.11942, 5.37673], [1.02090, -3.11112, 3.55520], [-0.76130, -3.40375, 2.69243], [-1.15983, -2.83368, 1.62931], [-0.44997, -1.96344, 0.88518], [-2.58446, -3.16733, 1.28007], [-2.94199, -3.85831, 0.12521], [-4.26484, -4.22903, -0.07773], [-5.23507, -3.91868, 0.86294], [-4.88161, -3.23271, 2.01767], [-3.56221, -2.87110, 2.23192], [2.09248, -4.56886, 2.49286], [3.39658, -4.22711, 2.11598], [4.12061, -2.97910, 2.55124], [4.11375, -5.15657, 1.36846], [3.58412, -6.39248, 1.03099], [4.37793, -7.38827, 0.23645], [2.29429, -6.70174, 1.46015], [1.51690, -5.81255, 2.18579], [0.12629, -6.22907, 2.58643], [1.78957, -4.53825, 6.04571], [3.18705, -4.28920, 5.53976], [1.64501, -5.23199, 7.23795], [-0.76648, -6.43508, 9.33683], [0.72573, -5.67502, 9.89516], [0.79595, -7.20040, 9.02631], [-1.70269, -5.18313, 7.55149], [-2.73002, -3.89797, 6.05360], [-2.20855, -4.37050, 4.43314], [-1.85124, -2.75676, 5.03786], [-2.19687, -4.12956, -0.60372], [-4.52879, -4.77128, -0.97595], [-6.26023, -4.22597, 0.70663], [-5.63144, -2.99092, 2.75900], [-3.28573, -2.35902, 3.14483], [3.46417, -2.13111, 2.74706], [4.82537, -2.66611, 1.78882], [4.69480, -3.17997, 3.45830], [5.11986, -4.90246, 1.05677], [5.36339, -7.00249, -0.01478], [3.86151, -7.64236, -0.69008], [4.50497, -8.31317, 0.80051], [1.87706, -7.67363, 1.22091], [0.03354, -7.31102, 2.52231], [-0.62234, -5.78735, 1.92636], [-0.11451, -5.93141, 3.60691], [3.29241, -3.32828, 5.02699], [3.50947, -5.07318, 4.85247], [3.88596, -4.26545, 6.37371], [2.53647, -5.56387, 7.75790]],
  "forces_ev_per_a": [[-0.886, 0.919, 0.706], [0.228, 0.048, -0.045], [-0.078, -0.040, -0.009], [0.038, -0.032, 0.007], [-0.036, -0.079, -0.162], [-0.055, 0.016, 0.017], [-0.044, 0.003, 0.044], [0.257, -0.278, 0.096], [0.102, 0.011, 0.015], [0.006, 0.010, -0.027], [-0.028, 0.066, -0.012], [-0.030, -0.113, 0.002], [0.004, 0.059, 0.000], [-0.007, 0.015, -0.013], [0.016, 0.043, -0.021], [-0.026, -0.018, 0.023], [0.007, -0.014, -0.023], [0.020, 0.015, -0.009], [0.008, 0.015, 0.017], [-0.010, -0.006, -0.013], [0.005, -0.005, -0.041], [0.084, 0.005, 0.002], [-0.001, -0.094, -0.037], [-0.013, -0.005, -0.014], [-0.020, -0.013, 0.010], [-0.004, 0.023, 0.002], [0.009, -0.001, 0.023], [0.004, -0.001, -0.002], [0.015, 0.018, 0.002], [0.315, -0.106, -0.142], [-0.146, 0.064, 0.043], [-0.047, 0.024, 0.046], [-0.008, -0.018, 0.032], [0.015, 0.032, -0.032], [-0.013, -0.061, 0.033], [0.010, 0.032, -0.012], [-0.010, -0.017, 0.013], [0.004, 0.003, -0.018], [-0.005, 0.004, 0.046], [0.105, -0.125, -0.173], [0.300, 0.061, -0.664], [-0.074, -0.042, 0.149], [0.014, -0.055, 0.044], [0.002, -0.008, -0.001], [-0.013, 0.017, -0.021], [-0.001, -0.020, 0.015], [-0.082, 0.062, 0.053], [-0.008, -0.002, -0.041], [-0.007, 0.006, -0.016], [-0.004, -0.002, -0.003], [0.012, -0.003, -0.003], [-0.006, 0.003, -0.001], [-0.003, 0.010, -0.006], [-0.024, -0.033, -0.031], [-0.004, 0.003, 0.004], [-0.002, -0.004, -0.005], [0.008, -0.006, -0.007], [-0.004, -0.013, -0.011], [-0.150, 0.061, -0.095], [0.061, -0.034, -0.004], [0.007, 0.000, 0.026], [0.016, -0.006, 0.056], [0.051, -0.073, -0.103], [0.016, -0.017, -0.034], [-0.006, 0.030, 0.176], [0.016, 0.014, -0.026], [0.000, -0.007, 0.014], [-0.007, -0.018, 0.014], [-0.061, 0.027, -0.050], [0.005, -0.028, 0.017], [0.118, -0.010, 0.006], [-0.196, -0.154, -0.106], [0.236, 0.129, 0.096], [-0.033, 0.104, 0.102], [-0.018, -0.648, 0.526], [0.006, 0.040, -0.107], [0.012, 0.119, -0.017], [-0.010, 0.020, -0.015], [0.014, -0.018, -0.013], [0.003, 0.019, 0.004], [-0.002, 0.087, -0.030], [0.029, 0.142, 0.030], [0.045, -0.048, 0.001], [-0.026, -0.052, -0.113], [-0.008, 0.010, 0.002], [0.012, 0.005, -0.012], [-0.011, 0.009, 0.022], [-0.007, 0.024, -0.036], [-0.037, -0.042, -0.019], [0.034, -0.005, -0.038], [0.026, -0.079, -0.004], [-0.070, 0.000, 0.011], [-0.023, 0.029, 0.016], [-0.002, -0.002, -0.001], [-0.004, -0.002, 0.006], [-0.005, -0.005, 0.000], [0.001, 0.010, 0.005], [0.007, 0.023, 0.019], [-0.013, 0.018, 0.028], [-0.011, -0.011, -0.005], [0.088, -0.038, -0.080], [-0.003, -0.023, 0.014], [-0.009, 0.033, -0.013], [-0.003, -0.011, 0.004], [0.008, -0.036, 0.025], [-0.008, 0.034, 0.003], [0.060, 0.040, -0.153], [-0.003, 0.045, -0.047], [0.002, -0.012, -0.010], [-0.001, 0.001, -0.010], [0.001, 0.010, -0.006], [0.001, -0.003, 0.002], [0.002, -0.010, -0.002], [0.016, -0.019, 0.012], [0.012, -0.043, 0.024], [-0.024, 0.002, 0.007], [-0.039, -0.006, 0.065], [0.002, 0.011, -0.020], [-0.005, -0.004, 0.010], [0.005, 0.002, -0.003]],
  "mulliken_charge": [-1.089, 0.087, -0.363, -0.508, 0.728, 0.258, -1.143, -0.410, -0.709, -1.278, -0.481, 0.440, 0.307, 0.661, -0.407, 0.572, -0.212, 0.602, -0.724, 0.402, 0.669, 0.494, -0.211, 0.327, 0.517, 0.430, 0.524, 0.228, 0.170, -0.527, 0.217, -0.433, 0.632, 0.821, -0.307, -0.597, -0.499, -0.651, -0.433, -1.076, 1.996, 0.406, 0.241, -0.808, -0.680, -0.903, -0.637, 0.036, 0.426, 0.387, 0.400, 0.379, 0.338, 0.103, 0.506, 0.482, 0.447, 0.550, -0.284, 1.589, -0.297, -0.514, -0.249, -0.388, -0.301, -1.632, 0.490, -1.055, 0.917, -1.063, 0.053, 1.180, -0.055, -0.818, 1.525, 0.125, 1.261, -0.848, -0.856, -1.261, -0.304, 0.813, 0.958, -1.878, -1.000, 0.608, -1.684, -0.824, 0.562, -1.231, 0.379, -1.607, -0.945, 0.360, 0.362, 0.378, 0.366, 0.438, 0.295, 0.025, 0.457, 0.553, 0.438, 0.494, 0.465, -0.024, 0.540, 0.429, 0.427, 0.418, 0.356, 0.371, 0.489, 0.593, 0.080, 0.036, 0.116, 0.376, 0.569, 0.532]
}